Entry 1:
DFT (wB97M-V/def2-TZVPD) results for an isolated molecule of C16H22N2O6.

Geometry as XYZ:
```
46
C16H22N2O6, DFT wB97M-V/def2-TZVPD
C -2.08319 -4.49514 0.28138
C -0.61941 -4.23814 0.61628
C 0.08375 -3.45704 -0.49152
C 1.58780 -3.35459 -0.25222
C 2.27399 -2.49092 -1.31685
C 1.92460 -1.02565 -1.14262
O 1.10368 -0.43353 -1.80770
N 2.61134 -0.42565 -0.13687
C 2.48939 0.98079 0.13901
C 1.60912 1.26754 1.37591
C 0.17079 0.97512 1.06919
C -0.43038 -0.22078 1.44175
C -1.74924 -0.49198 1.13386
C -2.52714 0.42176 0.41970
O -3.82122 0.24808 0.11833
C -4.48892 -0.91549 0.54376
C -1.90941 1.62625 0.02712
N -2.61884 2.63145 -0.71850
O -2.13040 3.74522 -0.73721
O -3.64406 2.33026 -1.28544
C -0.58635 1.88666 0.35572
C 3.84359 1.65031 0.30148
O 4.00173 2.77063 0.69925
O 4.86103 0.85136 -0.04070
H -2.59350 -3.55913 0.06577
H -2.16610 -5.13161 -0.59640
H -2.59050 -4.98489 1.10956
H -0.54904 -3.68207 1.55448
H -0.11232 -5.19480 0.76329
H -0.34047 -2.45350 -0.56351
H -0.08937 -3.95677 -1.44688
H 1.77368 -2.93333 0.73927
H 2.02396 -4.35625 -0.27260
H 1.94279 -2.80465 -2.30698
H 3.35729 -2.61068 -1.25398
H 3.31745 -0.94058 0.36369
H 2.00028 1.42776 -0.73917
H 1.95620 0.65508 2.21022
H 1.73595 2.31963 1.63423
H 0.13881 -0.95654 1.99104
H -2.17654 -1.42893 1.45202
H -4.46568 -1.01933 1.63302
H -4.06760 -1.81185 0.07897
H -5.51834 -0.79198 0.21284
H -0.16309 2.82753 0.03634
H 5.70319 1.32675 0.04369
```

Values from the calculation:
* electronic energy: -32212.3685 eV
* SMILES string: CCCCCC(=O)N[C@@H](Cc1ccc(OC)c([N+](=O)[O-])c1)C(=O)O

These are the Löwdin partial charges, in e, on atoms 1 to 5: C -0.1067; C -0.2687; C -0.2222; C -0.2025; C -0.1056

=====

Entry 2:
DFT (wB97M-V/def2-TZVPD) results for an isolated molecule of C16H22N2OS2.

Geometry as XYZ:
```
43
C16H22N2OS2, DFT wB97M-V/def2-TZVPD
C -1.53565 -1.28433 1.80097
C -1.33066 -1.77865 0.37466
C -2.03762 -0.94673 -0.71414
C -1.90486 -1.68937 -2.04920
C -3.51856 -0.73198 -0.40392
N -1.36610 0.34307 -0.90087
C -1.53394 1.49792 -0.22490
O -2.22637 1.64309 0.76039
C -0.79714 2.67303 -0.87195
C -0.53808 3.78974 0.13474
C 0.65275 3.48976 1.03007
S 2.21163 3.46517 0.06546
C 2.56951 1.77603 0.05815
N 2.00621 0.89423 0.79560
C 2.52551 -0.35028 0.58819
C 2.14968 -1.50778 1.26146
C 2.76946 -2.69644 0.93578
C 3.75827 -2.74837 -0.04301
C 4.15899 -1.60675 -0.71219
C 3.54155 -0.41170 -0.39113
S 3.83328 1.18224 -1.03760
H -1.23174 -0.24721 1.89931
H -0.94659 -1.88976 2.48729
H -2.57826 -1.36359 2.09442
H -1.69113 -2.80721 0.29934
H -0.26092 -1.78613 0.14747
H -2.31705 -1.09195 -2.86007
H -2.44712 -2.63000 -2.00972
H -0.86024 -1.90640 -2.26748
H -4.01309 -0.27107 -1.25648
H -3.63523 -0.07773 0.45308
H -3.99423 -1.68670 -0.19680
H -0.69910 0.35309 -1.65673
H -1.44565 3.04469 -1.66989
H 0.13757 2.34188 -1.32752
H -1.42240 3.88805 0.76913
H -0.37277 4.73477 -0.38599
H 0.57134 2.51294 1.50229
H 0.77946 4.26360 1.78565
H 1.39437 -1.44900 2.02738
H 2.48557 -3.60205 1.45042
H 4.22618 -3.69198 -0.27916
H 4.93320 -1.64015 -1.46251
```

Values from the calculation:
* electronic energy: -43648.8042 eV
* SMILES string: CCC(C)(C)NC(=O)CCCSc1nc2ccccc2s1

These are the Löwdin partial charges, in e, on atoms 1 to 5: C -0.0889; C -0.1907; C -0.5410; C -0.0417; C -0.0316

=====

Entry 3:
DFT (wB97M-V/def2-TZVPD) results for a cluster of 2 separate species, C16H22N8O4S2 in total.

Geometry as XYZ:
```
52
C16H22N8O4S2, DFT wB97M-V/def2-TZVPD
C 1.09300 2.85434 2.29018
N 0.39489 3.75375 3.28835
N -0.74050 3.01144 3.67805
C -0.73701 1.67147 2.92738
S -2.19888 0.55850 3.29282
C -1.71483 -1.24811 3.39366
C -0.11441 -1.55258 3.21014
C 0.16610 -1.97469 1.64126
C 1.72946 -2.53103 1.54179
C 2.53438 -1.38417 0.61756
N 2.10290 -1.33018 -0.74644
N 2.69792 -0.40685 -1.45443
C 3.65811 0.35967 -0.71952
C 4.38066 1.58317 -1.61295
C 3.95732 1.51928 -3.20468
C 2.49336 2.22761 -3.51716
C 1.34358 1.17853 -4.04031
S -0.19414 2.08525 -4.72165
C -1.50335 1.95314 -3.33654
N -2.78836 2.79178 -3.19816
N -3.46452 2.41128 -2.02502
C -2.65379 1.32206 -1.34840
O -1.44369 1.03854 -2.16862
N 4.11976 0.27756 0.63315
N 3.52474 -0.64580 1.34111
O 0.41753 1.54072 2.02498
H 2.06076 3.30819 1.81342
H -2.04676 -1.66040 4.46005
H -2.31023 -1.84273 2.57915
H 0.60224 -0.72527 3.62709
H 0.11693 -2.53257 3.85143
H -0.01876 -1.00973 0.97349
H -0.58883 -2.83183 1.32026
H 2.23739 -2.65262 2.61286
H 1.76774 -3.53894 0.93122
H 3.89970 2.58470 -1.18788
H 5.54747 1.63028 -1.43478
H 4.78260 2.15973 -3.78187
H 4.00744 0.44017 -3.65451
H 2.06508 2.85189 -2.62441
H 2.68771 2.98678 -4.40512
H 0.92982 0.44904 -3.22020
H 1.76570 0.48530 -4.91308
H -2.89973 0.78998 -0.33319
O -6.93431 -2.49938 0.36798
C -5.87293 -2.75201 1.14656
C -4.54387 -2.73801 0.25316
O -3.48383 -3.00436 1.02922
H -5.86185 -3.71802 1.68145
H -5.67998 -2.04732 1.97476
H -4.54978 -1.76569 -0.27043
H -4.73994 -3.43186 -0.58320
```

Values from the calculation:
* electronic energy: -58709.8827 eV
* net charge: -2

These are the Löwdin partial charges, in e, on atoms 1 to 5: C -0.0854; N -0.0470; N -0.0684; C -0.4716; S 0.8473

=====

Entry 4:
DFT (wB97M-V/def2-TZVPD) results for an isolated molecule of C16H22Si2.

Geometry as XYZ:
```
40
C16H22Si2, DFT wB97M-V/def2-TZVPD
C 0.83072 -2.92488 -1.61647
Si 1.30779 -1.77182 -0.22277
C 2.51736 -0.61336 -0.98967
C 2.31681 -2.71162 1.08559
Si -0.31513 -0.43429 0.68663
C -0.78561 -0.97512 2.40937
C 0.37107 1.24703 0.90988
C 1.49908 1.48369 1.71392
C 2.06468 2.74021 1.74466
C 1.42150 3.75053 1.07158
C 0.30180 3.56969 0.32528
C -0.26363 2.30695 0.25810
C -1.84639 -0.27564 -0.36531
C -3.05999 0.21771 0.06212
C -4.00109 0.64181 -0.84769
C -3.76080 0.53118 -2.20618
C -2.54171 -0.02168 -2.67067
C -1.59891 -0.42737 -1.72746
H 1.70499 -3.47276 -1.93650
H 0.09312 -3.64037 -1.28754
H 0.42908 -2.35252 -2.45250
H 1.99994 -0.09230 -1.80143
H 3.34463 -1.20425 -1.37261
H 2.78404 0.06954 -0.17995
H 1.75675 -3.49389 1.57737
H 2.70805 -2.04866 1.84203
H 3.17646 -3.17440 0.62032
H -1.13533 -0.09285 2.96566
H 0.13741 -1.29001 2.89362
H -1.47438 -1.80971 2.36802
H 2.01063 0.68876 2.23500
H 2.98486 2.97077 2.23126
H 1.84545 4.71364 1.15343
H -0.12300 4.41698 -0.12141
H -1.14188 2.12468 -0.32152
H -3.19952 0.40725 1.13886
H -4.92302 1.06069 -0.49090
H -4.46922 0.91134 -2.92041
H -2.34277 -0.19778 -3.70820
H -0.62383 -0.82712 -2.05353
```

Values from the calculation:
* electronic energy: -32705.0802 eV
* SMILES string: C[Si](C)(C)[Si](C)(c1ccccc1)c1ccccc1

These are the Löwdin partial charges, in e, on atoms 1 to 5: C -0.2090; Si 0.4485; C -0.2146; C -0.2013; Si 0.5687

=====

Entry 5:
DFT (wB97M-V/def2-TZVPD) results for an isolated molecule of C16H23BrN2O2.

Geometry as XYZ:
```
44
C16H23BrN2O2, DFT wB97M-V/def2-TZVPD
C -4.92363 -0.60583 0.82584
C -3.61854 -0.15359 0.24937
C -2.84830 -0.97055 -0.56992
Br -3.39212 -2.75406 -1.00176
C -1.64777 -0.54553 -1.10503
C -1.19168 0.73170 -0.82363
C 0.09036 1.16630 -1.47488
O 0.11437 1.62069 -2.60360
N 1.20195 1.02201 -0.72017
C 1.23546 0.43481 0.60125
C 2.50895 -0.40844 0.75529
N 2.78721 -1.03094 -0.52349
C 3.64906 -2.19047 -0.46168
C 2.99522 -3.35761 0.28829
O 3.11969 -3.28046 1.68997
C 3.25094 -0.04948 -1.49186
C 2.50136 1.27684 -1.29424
C -1.93662 1.58732 -0.01428
C -1.43132 2.97783 0.24309
C -3.14012 1.13359 0.53171
C -3.95903 2.01427 1.42973
H -4.84457 -0.71312 1.90816
H -5.22949 -1.56280 0.41395
H -5.70497 0.12320 0.61757
H -1.06766 -1.19817 -1.73942
H 1.21260 1.22362 1.36530
H 0.35544 -0.19648 0.73190
H 2.33942 -1.18207 1.50266
H 3.35194 0.21858 1.09694
H 4.62766 -1.95819 0.00396
H 3.83560 -2.50647 -1.49118
H 3.42479 -4.30114 -0.07411
H 1.92321 -3.35961 0.08472
H 4.05443 -3.31633 1.92270
H 3.05112 -0.45103 -2.48924
H 4.33701 0.13463 -1.40462
H 3.05722 1.94034 -0.62325
H 2.35229 1.78207 -2.24935
H -1.16430 3.10785 1.29222
H -0.55217 3.17694 -0.36327
H -2.19026 3.71500 -0.01270
H -3.41159 2.89930 1.73240
H -4.25538 1.47282 2.32617
H -4.86779 2.33266 0.91847
```

Values from the calculation:
* electronic energy: -94083.2138 eV
* SMILES string: Cc1c(Br)cc(C(=O)N2CCN(CCO)CC2)c(C)c1C

These are the Löwdin partial charges, in e, on atoms 1 to 5: C -0.0716; C -0.2586; C -0.5866; Br 0.7590; C -0.0755

=====

Max |F|
In order: 1.11; 1.05; 8.40; 1.56; 0.57
Unit: eV/A
Highest occupied orbital energy
In order: -0.3262; -0.3061; 0.0498; -0.3248; -0.3187
Unit: Eh
Frontier orbital gap
In order: 8.800; 8.887; 1.709; 9.686; 9.399
Unit: eV